A structure of composition C16H19BN6SV at a distorted geometry. Source: OMol25; level of theory: ωB97M-V with the def2-TZVPD basis set.

```
44
Properties=species:S:1:pos:R:3:forces:R:3:lowdin_charge:R:1
H 3.20677 -1.85806 -1.32011 -0.14 0.13 -0.07 0.105
N 1.84733 -0.22653 -1.51500 1.67 1.17 -0.99 -0.068
B 0.94083 2.17794 -2.17725 -0.15 1.24 1.81 -0.482
N 1.99029 1.03899 -2.15818 0.43 -1.67 0.00 -0.002
C 3.16921 1.07411 -2.82417 -0.62 -0.50 1.09 -0.057
V 0.11052 -1.42597 -1.29307 0.62 4.46 -0.39 0.626
H 3.42108 1.94566 -3.42897 -0.04 -0.36 0.35 0.129
C 3.87243 -0.09939 -2.55364 -0.21 0.01 0.11 -0.058
H 4.86341 -0.33934 -2.91025 -0.16 -0.07 0.08 0.094
C 3.03084 -0.87232 -1.73310 -0.63 1.32 -0.63 -0.133
H 1.22520 3.06161 -2.95802 -0.05 -0.58 -0.27 0.109
C -2.18705 -0.00321 3.57887 -2.07 -0.08 -2.06 -0.059
H -2.86941 -0.88446 3.75145 0.67 0.97 -0.14 0.024
H -1.71778 -0.12931 2.55924 -0.35 0.17 1.19 0.027
H -2.79407 0.95088 3.57519 0.62 -1.10 -0.01 0.032
N 0.86999 3.00380 -0.75448 -0.28 -1.58 0.94 -0.050
N -0.42402 1.52274 -2.49876 -1.05 -1.49 -0.38 -0.006
N 0.55894 2.17957 0.35741 0.41 0.60 -1.94 0.027
N -0.92738 0.33347 -1.90685 -0.72 1.53 -1.16 -0.072
C 1.03464 4.31141 -0.33303 -0.27 -0.52 0.70 -0.108
C -1.29130 1.95274 -3.44847 -0.17 -0.74 1.21 -0.055
H 1.30042 5.16628 -1.02432 -0.43 -1.40 0.91 0.123
H -1.05018 2.81581 -4.06921 -0.13 -0.30 0.38 0.128
C 0.80682 4.32032 1.06338 0.03 -0.58 -0.44 -0.097
C -2.42643 1.13664 -3.41540 0.37 -0.05 0.21 -0.058
C 0.52593 2.94416 1.41500 0.21 1.34 -0.15 -0.201
C -2.16389 0.14898 -2.44459 1.20 1.16 -0.52 -0.136
H 0.81860 5.15379 1.77585 0.10 -0.34 -0.66 0.077
H -3.31532 1.26334 -4.00946 0.02 -0.11 0.00 0.091
H 0.30361 2.48668 2.39710 0.17 0.53 -0.72 0.099
H -2.78077 -0.68532 -2.13803 0.11 0.07 0.01 0.105
H -1.47445 0.04432 4.34443 1.15 0.02 0.99 -0.020
S -0.04048 -3.49334 -0.96621 -0.80 -2.93 1.94 0.488
C -0.46575 -3.35668 0.85237 -0.33 0.49 0.29 -0.593
C -1.79128 -3.60350 1.32386 0.75 -0.24 -0.16 -0.116
C -2.00135 -3.90513 2.67879 0.44 0.15 -0.23 -0.099
C -0.93233 -3.85721 3.58247 0.08 0.00 -0.27 -0.103
C 0.31090 -3.37325 3.16608 -0.25 0.10 -0.37 -0.092
C 0.53401 -3.05978 1.81834 -0.48 -0.45 -0.50 -0.124
H -2.63857 -3.58031 0.62655 0.49 -0.33 0.22 0.101
H -2.98564 -4.22190 3.03064 0.25 0.23 -0.19 0.104
H -1.06186 -4.19311 4.61009 -0.05 0.19 -0.20 0.100
H 1.12461 -3.26963 3.88194 -0.20 0.10 -0.14 0.103
H 1.47290 -2.59547 1.49152 -0.22 -0.57 0.16 0.098
```
Positions in Å, forces in eV/Å.

The HOMO energy (spin up / spin down) comes out at -7.64 / -8.29 eV. As for the LUMO energy (spin up / spin down): -0.026 / -0.222 eV. Its charge is 0. The spin multiplicity is 4. As for the electronic energy: -2316.671727 a.u. The orbital gap (spin up / spin down) is 7.6 / 8.1 eV. Its molecular weight is 389.2 g/mol.



A structure of composition C2H5NO3S2 at a distorted geometry. Source: OMol25; level of theory: ωB97M-V with the def2-TZVPD basis set.

```
13
Properties=species:S:1:pos:R:3:forces:R:3:lowdin_charge:R:1
C -1.07143 -1.24097 1.41777 -3.01 -1.49 1.78 -0.393
C 0.02897 1.23893 -0.92741 -2.28 -1.47 2.47 -0.089
N 1.39706 -0.94020 0.32743 -1.98 1.01 0.31 -0.701
O -1.55280 -1.71839 0.44142 0.85 0.05 0.05 0.108
O 1.45816 1.46333 1.26518 -0.75 -0.20 0.01 -0.309
O -0.55980 0.00428 1.51786 1.75 1.44 -0.69 -0.173
S 2.87945 -0.78841 -0.46631 1.19 1.03 1.65 0.643
S 0.71494 0.45132 0.56597 1.31 -0.86 -0.09 0.655
H -1.33511 -1.61803 2.50167 1.00 0.43 -1.84 0.182
H 0.17754 2.25309 -0.90062 1.06 2.42 0.24 0.032
H 0.49696 0.77336 -1.73344 0.32 -0.89 -1.44 0.037
H -1.07525 1.17456 -0.80914 0.68 -0.72 -0.65 0.090
H 3.48490 -0.17534 0.68325 -0.16 -0.74 -1.80 -0.082
```
Positions in Å, forces in eV/Å.

The HOMO energy comes out at -8.84 eV. As for the LUMO energy: 0.607 eV. Its charge is 0. As for the electronic energy: -1155.943460 a.u. The orbital gap is 9.4 eV. Its molecular weight is 155.2 g/mol.



> Which formula does entry 1 have?

C16H19BN6SV